Molecular formula: C19H22BrClN2O4S
Method: DFT, ωB97M-V/def2-TZVPD

Output
Orbital gap ... 9.32 eV
LUMO energy ... 0.016 Ha
Charge ... 0
ΔE to the lowest compared entry with this formula, charge and spin ... 8.10 kJ/mol
SMILES ... CCN(CC)S(=O)(=O)c1ccc(C)c(NC(=O)COc2ccc(Br)cc2Cl)c1
Spin multiplicity ... 1

CARTESIAN COORDINATES (ANGSTROEM)
C 5.231 0.914 1.492
C 5.514 -0.582 1.433
N 4.458 -1.272 0.716
C 4.093 -2.600 1.163
C 5.210 -3.627 1.008
S 4.479 -1.033 -0.936
O 5.798 -0.700 -1.399
O 3.801 -2.128 -1.572
C 3.427 0.406 -1.142
C 3.632 1.261 -2.205
C 2.763 2.324 -2.389
C 1.703 2.549 -1.523
C 0.775 3.709 -1.733
C 1.522 1.671 -0.443
N 0.457 1.888 0.440
C 0.345 1.448 1.716
O 1.199 0.878 2.354
C -1.006 1.823 2.343
O -2.002 2.199 1.410
C -2.896 1.287 0.930
C -4.147 1.820 0.609
C -5.160 1.044 0.089
C -4.928 -0.307 -0.110
Br -6.308 -1.410 -0.801
C -3.698 -0.863 0.181
C -2.674 -0.073 0.688
Cl -1.140 -0.853 0.948
C 2.378 0.591 -0.268
H 5.973 1.402 2.121
H 4.242 1.094 1.905
H 5.282 1.344 0.495
H 5.552 -0.989 2.445
H 6.478 -0.753 0.940
H 3.241 -2.899 0.551
H 3.771 -2.524 2.207
H 5.510 -3.672 -0.036
H 4.859 -4.608 1.318
H 6.074 -3.358 1.612
H 4.466 1.088 -2.866
H 2.913 2.997 -3.221
H 0.737 4.341 -0.846
H 1.113 4.314 -2.570
H -0.236 3.364 -1.953
H -0.319 2.436 0.090
H -0.842 2.711 2.965
H -1.338 1.011 2.995
H -4.299 2.873 0.786
H -6.119 1.478 -0.148
H -3.515 -1.912 0.006
H 2.246 -0.091 0.553

Atoms 1-6, force components in eV/Å:
0.17 -0.18 0.16
0.41 0.58 0.13
-0.05 0.17 -1.14
-0.15 -0.66 -0.11
-0.19 0.20 0.05
-0.40 0.21 -0.04

Here are the Mulliken charges for atoms 1 to 2, given in e: atom 1 (C): -1.16, atom 2 (C): -0.71



Molecular formula: C33H45BF4N2O5Si
Method: DFT, ωB97M-V/def2-TZVPD

Output
Orbital gap ... 9.53 eV
LUMO energy ... 0.018 Ha
Charge ... 0
ΔE to the lowest compared entry with this formula, charge and spin ... 0.00 kJ/mol
SMILES ... CCOB(O)[C@@]1(C(F)(F)CC[Si](C)(C)c2ccccc2)OC(=O)O[C@]1(CCCN)CNC.Fc1ccccc1.Fc1ccccc1
Spin multiplicity ... 1

CARTESIAN COORDINATES (ANGSTROEM)
C 1.416 -3.750 -3.784
C 2.570 -2.958 -4.489
O 2.514 -1.527 -4.280
B 3.543 -1.050 -3.441
O 4.802 -0.812 -4.024
C 3.171 -0.789 -1.862
C 1.977 0.213 -1.898
F 2.052 1.012 -3.054
F 2.060 1.134 -0.829
C 0.558 -0.428 -1.820
C 0.228 -1.025 -0.396
Si -1.624 -1.086 0.030
C -2.599 -2.335 -1.058
C -1.721 -1.718 1.847
C -2.491 0.605 0.030
C -3.522 0.982 -0.953
C -4.219 2.260 -0.931
C -3.913 3.236 0.111
C -2.881 2.921 1.087
C -2.204 1.640 1.042
O 2.941 -2.155 -1.401
C 4.246 -2.701 -1.571
O 4.555 -3.786 -1.910
O 5.142 -1.689 -1.198
C 4.370 -0.471 -0.874
C 5.314 0.733 -1.266
C 5.039 2.065 -0.459
C 6.232 2.467 0.522
N 6.316 1.573 1.698
C 4.004 -0.673 0.649
N 4.815 -1.717 1.328
C 4.521 -1.626 2.796
H 0.436 -3.528 -4.295
H 1.574 -4.860 -3.836
H 1.273 -3.489 -2.708
H 3.595 -3.341 -4.260
H 2.424 -3.120 -5.595
H 4.729 -0.007 -4.566
H 0.552 -1.266 -2.572
H -0.211 0.312 -2.181
H 0.578 -2.100 -0.416
H 0.794 -0.537 0.435
H -1.831 -3.004 -1.531
H -3.124 -1.743 -1.849
H -3.321 -2.889 -0.411
H -2.757 -1.577 2.262
H -1.347 -2.763 1.964
H -1.079 -0.995 2.434
H -3.804 0.271 -1.761
H -5.012 2.496 -1.676
H -4.474 4.196 0.118
H -2.668 3.699 1.881
H -1.445 1.435 1.830
H 5.212 0.999 -2.352
H 6.400 0.465 -1.140
H 4.880 2.915 -1.180
H 4.121 2.036 0.181
H 5.931 3.473 0.934
H 7.203 2.595 -0.012
H 5.516 1.703 2.317
H 6.374 0.596 1.402
H 4.137 0.252 1.271
H 2.923 -0.970 0.808
H 4.462 -2.651 1.089
H 3.401 -1.754 2.907
H 4.898 -0.681 3.248
H 4.961 -2.545 3.272
F -4.676 -3.880 1.426
C -5.705 -4.574 0.908
C -6.855 -3.903 0.536
C -7.915 -4.619 -0.005
C -7.816 -5.997 -0.156
C -6.656 -6.660 0.226
C -5.591 -5.944 0.757
H -6.916 -2.830 0.669
H -8.818 -4.103 -0.307
H -8.646 -6.555 -0.574
H -6.581 -7.734 0.112
H -4.675 -6.442 1.053
F -1.588 5.114 3.119
C -2.112 6.350 3.214
C -2.179 6.965 4.451
C -2.716 8.242 4.546
C -3.189 8.883 3.407
C -3.120 8.251 2.171
C -2.574 6.978 2.072
H -1.812 6.446 5.328
H -2.766 8.737 5.508
H -3.611 9.878 3.484
H -3.493 8.750 1.285
H -2.504 6.473 1.116

Atoms 1-6, force components in eV/Å:
-0.38 0.20 0.06
-0.38 -0.96 -1.18
0.70 -0.27 1.55
-0.07 0.64 -1.65
-1.13 0.52 0.83
0.91 1.28 0.02

Here are the Mulliken charges for atoms 1 to 2, given in e: atom 1 (C): -0.84, atom 2 (C): -0.26



Molecular formula: C40H88O5
Method: DFT, ωB97M-V/def2-TZVPD

Output
Orbital gap ... 10.93 eV
LUMO energy ... 0.013 Ha
Charge ... 0
SMILES ... CC(C)CCOC(=O)OCCCC(=O)O.CCCCCC.CCCCCC.CCCCCC.CCCCCC.CCCCCC
Spin multiplicity ... 1

CARTESIAN COORDINATES (ANGSTROEM)
C -0.497 0.488 -1.674
C -1.148 0.715 -3.046
C -0.152 0.388 -4.161
C -1.769 2.120 -3.211
C -1.067 3.282 -2.536
O -1.416 3.356 -1.138
C -1.151 4.558 -0.566
O -1.566 5.607 -0.976
O -0.436 4.452 0.570
C 0.787 3.708 0.465
C 1.748 4.305 -0.575
C 2.565 3.234 -1.312
C 2.807 3.536 -2.769
O 2.385 4.489 -3.364
O 3.653 2.623 -3.373
H 0.394 1.111 -1.563
H -1.184 0.770 -0.871
H -0.210 -0.559 -1.553
H -1.970 -0.006 -3.101
H 0.816 0.871 -3.984
H 0.037 -0.691 -4.196
H -0.528 0.675 -5.146
H -1.760 2.373 -4.278
H -2.825 2.094 -2.923
H -1.345 4.214 -3.037
H 0.020 3.174 -2.615
H 0.573 2.652 0.265
H 1.222 3.760 1.464
H 2.452 4.960 -0.056
H 1.214 4.940 -1.283
H 2.100 2.243 -1.261
H 3.549 3.115 -0.847
H 3.139 1.901 -3.761
C -3.382 5.488 -5.386
C -2.298 4.840 -6.242
C -1.729 5.763 -7.317
C -2.747 6.241 -8.354
C -3.468 5.124 -9.107
C -2.532 4.231 -9.916
H -4.252 5.767 -5.981
H -3.725 4.806 -4.606
H -3.004 6.388 -4.897
H -2.690 3.926 -6.700
H -1.476 4.526 -5.591
H -0.903 5.254 -7.822
H -1.287 6.639 -6.833
H -2.230 6.880 -9.077
H -3.490 6.879 -7.869
H -4.198 5.578 -9.782
H -4.044 4.512 -8.407
H -1.963 4.819 -10.639
H -3.093 3.476 -10.467
H -1.820 3.708 -9.275
C -7.095 -3.017 -1.782
C -6.574 -2.736 -0.376
C -6.136 -1.287 -0.165
C -4.989 -0.826 -1.065
C -3.716 -1.664 -0.957
C -3.096 -1.655 0.435
H -6.324 -2.858 -2.537
H -7.434 -4.049 -1.873
H -7.938 -2.365 -2.021
H -5.746 -3.414 -0.151
H -7.359 -2.968 0.348
H -5.856 -1.150 0.883
H -6.994 -0.629 -0.334
H -4.751 0.214 -0.818
H -5.321 -0.819 -2.107
H -2.987 -1.272 -1.672
H -3.916 -2.695 -1.261
H -2.861 -0.637 0.753
H -2.170 -2.233 0.448
H -3.765 -2.094 1.177
C -2.230 -6.148 1.727
C -1.717 -5.907 3.144
C -1.262 -4.470 3.387
C -0.100 -4.009 2.506
C 1.170 -4.848 2.613
C 1.785 -4.833 4.008
H -1.450 -5.985 0.982
H -2.584 -7.173 1.609
H -3.061 -5.478 1.496
H -0.901 -6.602 3.361
H -2.513 -6.143 3.855
H -0.991 -4.354 4.440
H -2.110 -3.798 3.220
H 0.141 -2.973 2.767
H -0.424 -3.985 1.460
H 1.903 -4.447 1.907
H 0.983 -5.880 2.302
H 2.007 -3.808 4.315
H 2.719 -5.396 4.031
H 1.119 -5.271 4.753
C 2.901 -1.562 0.668
C 4.126 -1.648 1.573
C 4.697 -0.280 1.936
C 5.204 0.540 0.750
C 6.300 -0.128 -0.078
C 7.572 -0.412 0.715
H 3.133 -1.114 -0.300
H 2.484 -2.552 0.479
H 2.121 -0.959 1.141
H 4.892 -2.272 1.105
H 3.846 -2.159 2.499
H 5.505 -0.405 2.662
H 3.920 0.295 2.450
H 5.579 1.496 1.129
H 4.366 0.787 0.089
H 6.543 0.526 -0.920
H 5.925 -1.058 -0.515
H 7.978 0.507 1.141
H 8.339 -0.850 0.075
H 7.391 -1.111 1.533
C 2.658 -2.411 10.260
C 1.719 -1.946 9.151
C 1.876 -2.730 7.849
C 3.260 -2.632 7.204
C 3.720 -1.213 6.877
C 2.817 -0.498 5.876
H 3.705 -2.271 9.988
H 2.481 -1.853 11.180
H 2.507 -3.471 10.477
H 1.872 -0.879 8.966
H 0.685 -2.048 9.493
H 1.117 -2.394 7.138
H 1.659 -3.786 8.042
H 3.251 -3.218 6.279
H 4.002 -3.107 7.852
H 4.732 -1.265 6.466
H 3.796 -0.620 7.793
H 2.748 -1.063 4.943
H 3.206 0.493 5.638
H 1.806 -0.368 6.265

Atoms 1-6, force components in eV/Å:
-0.30 0.18 -0.07
0.08 -0.02 0.23
-0.07 -0.32 0.06
0.02 -0.08 -0.22
-0.24 -0.02 -0.35
0.66 0.01 0.03

Here are the Mulliken charges for atoms 1 to 2, given in e: atom 1 (C): -0.73, atom 2 (C): 1.12



Molecular formula: C6H15NO
Method: DFT, ωB97M-V/def2-TZVPD

Output
Orbital gap ... 10.62 eV
LUMO energy ... 0.029 Ha
Charge ... 0
ΔE to the lowest compared entry with this formula, charge and spin ... 242.90 kJ/mol
SMILES ... CCC(N)=O.CCC
Spin multiplicity ... 1

CARTESIAN COORDINATES (ANGSTROEM)
C 1.027 -0.586 3.475
C -0.307 -0.379 2.804
C 0.026 -0.852 1.388
N 0.294 -2.260 1.162
O -0.032 -0.243 0.323
H 1.170 0.202 4.244
H 1.886 -0.654 2.829
H 0.927 -1.534 4.008
H -1.354 -0.962 3.108
H -0.460 0.810 2.687
H 0.495 -2.308 0.149
H 0.415 -2.859 1.937
C 0.494 0.294 -3.135
C -0.871 0.722 -2.815
C -0.867 2.026 -1.905
H 1.105 1.055 -3.636
H 0.468 -0.635 -3.534
H 1.025 0.102 -2.170
H -1.589 0.951 -3.594
H -1.429 0.045 -2.069
H -0.546 1.941 -0.845
H -0.003 2.633 -2.393
H -1.874 2.491 -2.018

Atoms 1-6, force components in eV/Å:
-0.74 -0.29 2.99
-1.72 1.89 -2.56
-1.41 -2.61 -2.78
-0.65 3.96 -0.05
0.21 0.84 1.65
0.22 -0.59 -0.43

Here are the Mulliken charges for atoms 1 to 2, given in e: atom 1 (C): -1.12, atom 2 (C): -0.16



no.,HOMO energy (eV)
1,-8.895
2,-9.030
3,-10.587
4,-9.841